ORCA calculation (ωB97M-V with the def2-TZVPD basis set) on C27H32N8O5RhS as an isolated structure.

Geometry as XYZ:
```
74
Properties=species:S:1:pos:R:3
Rh 1.25108 0.46044 0.08958
N 3.60330 -1.47407 1.98556
C 3.53144 -0.16051 2.42473
C 4.32420 0.15771 3.53762
C 4.33290 1.44454 4.01037
C 3.56198 2.40736 3.36135
C 2.81993 2.01432 2.27818
N 2.77602 0.74623 1.81333
C 2.95745 -2.22361 1.01920
C 3.41997 -3.54056 0.85452
C 2.77401 -4.38013 -0.01394
C 1.66027 -3.90544 -0.70800
C 1.29302 -2.60153 -0.50918
N 1.93082 -1.74767 0.31855
H 4.30081 -2.00547 2.47983
H 4.92218 -0.61172 4.00820
H 4.93929 1.70446 4.86744
H 3.55686 3.43916 3.67942
H 2.25463 2.72924 1.70085
H 4.27818 -3.87968 1.41983
H 3.12105 -5.39575 -0.14760
H 1.09971 -4.53303 -1.38487
H 0.43218 -2.18390 -1.00696
O 2.46839 3.84026 -2.07281
C 2.18357 2.72028 -1.70793
O 2.04643 2.34888 -0.47062
C 1.87901 1.65153 -2.73610
C 2.09320 1.90279 -4.08103
C 1.71591 0.94379 -5.00455
C 1.11641 -0.21949 -4.54762
C 0.94068 -0.38720 -3.18613
N 1.32757 0.51956 -2.28673
H 2.53402 2.84776 -4.36400
H 1.87129 1.10559 -6.06268
H 0.78375 -0.98884 -5.22996
H 0.47025 -1.28270 -2.80562
N -0.31983 3.43728 0.69163
C -1.48184 3.05820 0.17735
C -2.59810 2.79395 1.02922
C -3.72451 2.24478 0.50154
C -3.77590 1.94304 -0.88004
C -2.72492 2.32418 -1.74790
C -1.58570 2.85691 -1.23383
S -5.19051 1.09507 -1.55937
O -5.88980 2.20679 -2.15324
O -5.80868 0.47602 -0.40687
O -4.58929 0.16464 -2.49938
H -0.23852 3.72095 1.65555
H 0.48104 3.60515 0.08904
H -2.51666 3.01030 2.08797
H -4.58259 1.99580 1.11115
H -2.84031 2.14742 -2.80921
H -0.74772 3.12903 -1.86568
C -2.49236 -1.97628 -1.62187
N -2.51796 -1.78623 -0.17564
C -3.82189 -2.04693 0.44528
C -1.57587 -1.02757 0.42825
N -0.79658 -0.20038 -0.24032
N -1.42887 -1.18029 1.77285
C -0.69749 -0.20516 2.54952
C -1.58751 -2.47982 2.41387
H -3.05004 -2.88409 -1.84809
H -1.46656 -2.11821 -1.96151
H -2.97095 -1.15496 -2.15811
H -4.60307 -1.55577 -0.13589
H -3.84686 -1.63849 1.45100
H -4.01255 -3.12060 0.48629
H -1.17421 0.00874 -1.15618
H -0.89072 0.79778 2.17073
H 0.38449 -0.39234 2.54211
H -1.03549 -0.25739 3.58459
H -1.83577 -3.23570 1.67539
H -2.37087 -2.45668 3.17297
H -0.64678 -2.76178 2.89456
```

Total charge: +1
Frontier orbital gap (alpha / beta), Eh: 0.3161 / 0.2125
Spin multiplicity: 5
Energy, a.u.: -2370.84362
Energy relative to the best compared isomer or geometry (same formula, charge and spin), eV: 0.317

=====

ORCA calculation (ωB97M-V with the def2-TZVPD basis set) on a 22-piece molecular cluster, C27H33BrCl63IO3P overall at a distorted geometry.

Geometry as XYZ:
```
129
Properties=species:S:1:pos:R:3
C -0.05214 -3.49410 1.30681
O 0.01203 -3.06966 -0.02753
C -1.22281 -3.22016 -0.71372
P -2.64875 -2.07776 -0.07351
C -3.95399 -2.99507 -1.18453
C -5.27652 -3.09772 -0.49593
O -6.30218 -2.71231 -0.98429
Br -5.41506 -3.94486 1.27123
C -2.25358 -0.67968 -1.40500
C -2.51016 0.62968 -0.75219
O -3.61128 1.08963 -0.64561
I -0.78134 1.67015 0.05594
H 0.88182 -3.20589 1.78169
H -0.11348 -4.57907 1.41152
H -0.82850 -3.01199 1.88360
H -1.54639 -4.26611 -0.72281
H -1.01909 -2.96735 -1.75449
H -1.72741 -1.37535 0.82580
H -2.86994 -3.05180 0.99014
H -3.73335 -1.26549 0.48661
H -4.19322 -2.52028 -2.12866
H -3.68754 -4.02660 -1.41216
H -1.19221 -0.70917 -1.62530
H -2.81727 -0.71596 -2.33070
C 2.29475 -5.36720 -1.29356
Cl 3.91018 -4.77227 -0.88610
Cl 2.22385 -5.85396 -2.99057
Cl 1.84799 -6.71697 -0.24924
H 1.58391 -4.55943 -1.13450
C 2.51554 -9.36695 2.25336
Cl 3.75430 -8.30200 2.92077
Cl 2.43840 -10.87518 3.16870
Cl 0.94904 -8.56214 2.23221
H 2.78740 -9.60418 1.23356
C -1.82171 1.07880 4.18271
Cl -0.53645 2.13526 4.78868
Cl -2.99040 2.01507 3.24742
Cl -1.15491 -0.23392 3.21796
H -2.33914 0.64986 5.02937
C -1.91272 2.98282 -3.55569
Cl -0.60706 4.02269 -2.98052
Cl -3.12835 3.90889 -4.42992
Cl -1.28708 1.67669 -4.56180
H -2.39220 2.54452 -2.68869
C -5.31275 3.65088 -0.67603
Cl -5.26566 3.99275 1.05441
Cl -6.87659 4.11107 -1.36403
Cl -3.99822 4.47932 -1.51379
H -5.17713 2.58539 -0.81232
C 1.79206 5.56407 5.07083
Cl 3.36177 6.28163 5.44717
Cl 1.74147 5.00388 3.40383
Cl 1.43500 4.24047 6.18844
H 1.03221 6.32311 5.19597
C -7.88545 6.20406 -5.18609
Cl -8.29827 7.08811 -6.66112
Cl -8.78082 4.68745 -5.10182
Cl -6.15155 5.91809 -5.08600
H -8.17100 6.81067 -4.33786
C 3.35540 3.97101 9.33212
Cl 1.73039 3.55654 9.87136
Cl 4.12454 5.09583 10.45905
Cl 4.33949 2.51805 9.13663
H 3.27736 4.45964 8.36867
C 5.45020 -12.30749 5.93027
Cl 6.99937 -12.23135 6.78687
Cl 4.17527 -12.83202 7.03262
Cl 5.04621 -10.75930 5.19111
H 5.54104 -13.04456 5.14426
C 8.61430 -9.35669 3.19712
Cl 8.23073 -10.19177 4.70254
Cl 8.49520 -10.46185 1.82473
Cl 7.55903 -7.96226 2.96583
H 9.63342 -9.00065 3.25488
C 0.84579 3.21599 14.14280
Cl -0.17507 4.55877 14.66574
Cl -0.13444 1.92289 13.44685
Cl 2.06013 3.76426 12.99029
H 1.35311 2.82213 15.01239
C 2.28496 2.17511 -6.53809
Cl 2.50247 0.51723 -5.98039
Cl 1.20060 2.23123 -7.93544
Cl 1.64451 3.17840 -5.24875
H 3.24698 2.56678 -6.83782
C -0.26959 1.99603 -11.50864
Cl -1.25311 3.30067 -10.83926
Cl -1.28860 0.75276 -12.23222
Cl 0.88272 2.62609 -12.68700
H 0.28829 1.54652 -10.69804
C -2.66914 6.55153 -12.13356
Cl -2.54219 6.80013 -10.39153
Cl -4.19182 7.19595 -12.74681
Cl -1.29524 7.27660 -12.97121
H -2.65327 5.48759 -12.32347
C -6.41615 -5.51824 -3.51494
Cl -6.64715 -4.56979 -4.98480
Cl -7.34392 -7.02093 -3.59211
Cl -4.70606 -5.85182 -3.24979
H -6.77969 -4.93671 -2.67685
C 5.59075 -3.16032 -4.31501
Cl 6.94225 -2.20577 -3.69946
Cl 4.45686 -2.14571 -5.20227
Cl 6.17398 -4.47677 -5.33678
H 5.06703 -3.58925 -3.47007
C -7.87276 8.92941 -10.27515
Cl -8.27726 9.85497 -11.72440
Cl -8.82606 7.44743 -10.19230
Cl -6.15103 8.55535 -10.24071
H -8.11252 9.53455 -9.41164
C -1.25788 6.95866 -0.15855
Cl -0.73048 7.89078 1.25103
Cl -0.38312 7.47754 -1.60452
Cl -1.05963 5.23406 0.11421
H -2.31013 7.15617 -0.31532
C 7.34234 4.99308 5.74626
Cl 8.84707 5.16153 6.65176
Cl 6.02996 4.48618 6.80497
Cl 6.93661 6.50639 4.92790
H 7.48366 4.23099 4.99251
C 6.72221 10.49486 4.44287
Cl 6.62960 10.82825 6.17310
Cl 5.25227 11.02232 3.62435
Cl 8.14371 11.26329 3.73331
H 6.81631 9.42618 4.30757
C -0.08498 -13.20456 6.48509
Cl -0.21421 -14.91021 6.04215
Cl 0.88329 -12.32153 5.30665
Cl -1.68402 -12.47994 6.65072
H 0.41206 -13.14463 7.44375
```

Total charge: -1
Frontier orbital gap, Eh: 0.2371
Energy, a.u.: -33479.32239

=====

ORCA calculation (ωB97M-V with the def2-TZVPD basis set) on a 3-piece molecular cluster, C27H33BrClF16N4O9PS2 overall at a distorted geometry.

Geometry as XYZ:
```
94
Properties=species:S:1:pos:R:3
O -0.43779 -1.77812 -0.15766
P -0.57351 -1.25756 1.29661
O -1.68831 -2.30363 2.06027
O -1.33587 0.26263 1.15544
C 1.14544 -1.21459 2.11193
O 1.16792 -2.37339 3.01524
N 2.13335 -1.64263 1.01313
S 2.20291 -3.42250 0.95200
C 1.54358 0.15699 2.83697
Br 3.33558 0.05426 3.78784
O 1.52481 1.35407 2.09448
C 2.18332 1.49588 0.88181
O 3.50099 0.96904 0.70903
Cl 1.23570 0.96091 -0.64450
C 2.34785 3.11077 0.65121
C 0.94061 3.87609 0.54061
C 0.87768 4.94623 -0.68989
C 0.98151 4.26190 -2.13755
C 2.48407 4.32793 -2.71711
C 2.55133 4.31243 -4.34298
C 3.11306 2.88135 -4.88519
S 2.08127 1.46288 -4.20823
C 0.45609 1.69395 -5.10729
N -0.63591 2.26355 -4.37318
N -1.66376 2.32934 -5.27348
C -1.23443 1.80837 -6.52850
O 0.14210 1.39899 -6.45966
C 0.50298 0.41321 4.08526
C 0.75216 -0.42109 5.35380
C -0.21647 -0.13598 6.56643
C -1.25337 0.97886 6.21277
C -1.38012 1.69248 4.86200
N -0.48529 1.39194 3.81107
H -2.52366 -1.77963 2.16402
H -2.06142 0.37675 1.81104
H 0.35568 -2.38740 3.57078
H 3.10275 -1.42015 1.33437
H 0.89634 -3.85430 0.72335
H 3.87959 1.34150 -0.11722
H 3.04847 3.32808 -0.23012
H 2.87824 3.50109 1.60111
H 0.81967 4.52018 1.49540
H 0.02469 3.19735 0.50112
H -0.16044 5.44622 -0.58467
H 1.72751 5.69946 -0.47693
H 0.58233 3.18830 -2.17201
H 0.32935 4.85879 -2.88608
H 3.14176 3.43910 -2.37641
H 2.95262 5.30404 -2.35160
H 1.49763 4.50038 -4.74625
H 3.28308 5.13462 -4.68281
H 4.21539 2.77020 -4.55869
H 3.05589 2.85089 -6.02885
H -1.84459 1.69124 -7.49273
H 1.53195 -1.22396 5.52950
H -0.14434 -0.65614 7.57215
H -1.98070 1.28277 7.04549
H -2.20083 2.46659 4.71990
F 1.28156 -0.60894 -10.46741
C 1.87461 -0.40859 -9.27643
F 2.97977 0.34124 -9.52291
C 2.25954 -1.71685 -8.58266
F 3.19878 -2.38885 -9.29063
F 2.84616 -1.39370 -7.39811
C 1.09552 -2.67645 -8.25559
O 0.84342 -3.74628 -9.17966
C 0.04634 -3.45472 -10.30930
F -0.53684 -2.25104 -10.14936
F -0.96091 -4.35888 -10.29747
C 0.81977 -3.57948 -11.62737
F 1.90907 -2.78082 -11.64843
F 0.04531 -3.21065 -12.67663
H 1.20466 0.18632 -8.64740
H 1.38239 -3.19112 -7.33385
H 0.17792 -2.14139 -7.99721
H 1.15446 -4.60677 -11.78644
F -4.08759 -0.79336 8.58721
C -3.50652 -0.58337 9.78140
F -2.41450 0.18821 9.54177
C -3.09436 -1.88168 10.47920
F -2.13503 -2.52960 9.77541
F -2.51684 -1.54045 11.66965
C -4.23357 -2.87116 10.80342
O -4.45314 -3.94747 9.87965
C -5.25330 -3.67740 8.74620
F -5.86849 -2.48949 8.90332
F -6.23588 -4.60729 8.75436
C -4.47121 -3.78209 7.43128
F -3.40266 -2.95433 7.41466
F -5.25044 -3.43407 6.37894
H -4.19298 -0.00231 10.40535
H -3.93663 -3.37718 11.72677
H -5.16602 -2.36033 11.05780
H -4.10883 -4.80019 7.27394
```

Total charge: 0
Frontier orbital gap, Eh: 0.2832
SMILES: O=P(O)(O)[C@@](O)(NS)[C@@](Br)(O[C@@](O)(Cl)CCCCCCCSc1nnco1)c1ccccn1.FC(F)C(F)(F)COC(F)(F)C(F)F.FC(F)C(F)(F)COC(F)(F)C(F)F
Energy, a.u.: -7714.32495

=====

Among the records above, which one has the highest energy?
C27H32N8O5RhS